# 1
19
Properties=species:S:1:pos:R:3:forces:R:3:nbo_charge:R:1 method="wB97M-V/def2-TZVPD" orbital_gap_ev="8.0 / 8.0" relative_energy_ev=6.341 charge=+1 homo_ev="-11.71 / -11.71" e_lumo_ha="-0.1376 / -0.1376"
C -3.231329 0.594324 0.197798 2.1 -1.9 -0.2 -0.07
C 0.767846 0.267398 0.516041 0.0 -2.0 2.4 0.01
C -1.790273 -1.338587 -0.114119 2.3 -0.8 2.7 -0.46
C 2.893120 0.059739 -0.731573 0.3 -0.1 -1.4 -0.42
N 0.052486 0.775873 -0.394084 3.0 0.6 1.1 -0.22
N -1.186769 0.940360 -0.564940 0.5 2.3 -2.7 -0.18
N -2.039825 0.083869 -0.128730 -5.5 0.1 1.4 -0.07
N 2.263909 0.631871 0.437799 -0.6 -1.2 2.2 -0.54
H -4.142060 0.145978 0.491336 -0.2 -1.8 0.0 0.22
H -3.358064 1.612171 0.232780 0.6 2.4 -0.3 0.21
H 0.538732 -0.379665 1.478835 0.3 1.4 -2.1 0.19
H -1.797514 -1.461914 1.010171 -0.3 -1.1 -1.2 0.23
H -2.447513 -1.990741 -0.665570 -0.5 0.3 0.0 0.26
H -0.718652 -1.565653 -0.373714 -1.3 0.5 -0.2 0.24
H 2.667211 -0.988986 -0.681593 0.6 -0.6 -0.1 0.22
H 2.510957 0.415843 -1.685299 -0.5 0.3 0.3 0.25
H 3.920976 0.357520 -0.703109 0.8 -0.5 0.0 0.23
H 2.246877 1.649897 0.370663 0.6 0.1 0.6 0.45
H 2.849876 0.190694 1.307303 -2.1 2.0 -2.3 0.46

# 2
150
Properties=species:S:1:pos:R:3:forces:R:3:lowdin_charge:R:1 method="wB97M-V/def2-TZVPD" orbital_gap_ev=9.5 homo_ev=-9.82 e_lumo_ha=-0.0128
C 5.939655 -3.836529 1.596177 -0.2 -0.2 -0.2 -0.06
C 6.105289 -3.136463 0.271640 0.3 0.4 0.1 -0.24
O 4.870714 -2.715517 -0.357446 0.4 0.0 0.4 -0.21
P 4.037476 -3.836128 -1.093334 0.3 -1.2 -0.7 0.47
O 4.852548 -4.780102 -1.879811 -0.2 0.2 0.3 -0.27
C 2.883706 -2.900227 -2.081469 0.2 0.9 0.5 -0.17
C 2.774672 -1.403242 -1.721337 -0.6 -0.5 -0.6 -0.05
B 1.357421 -0.818065 -1.623178 -0.4 0.3 -0.9 -0.50
O 0.191082 -1.516883 -1.353019 0.6 -0.2 0.6 0.31
B -0.564599 -1.008334 -0.315955 -0.8 0.2 -0.4 -0.52
C -1.330270 -1.865593 0.703206 0.0 -0.5 -0.7 -0.03
C -1.395907 -3.367458 0.423108 -0.3 0.0 0.4 -0.20
C -2.817787 -3.903497 0.382953 0.5 -0.1 -0.5 -0.20
C -2.918951 -5.406668 0.595311 -0.3 0.4 0.3 -0.16
C -4.051443 -5.828501 1.526452 0.2 -0.1 -0.1 -0.28
O -3.622794 -6.247550 2.796480 -0.1 -0.3 0.1 -0.21
C -3.041545 -5.231209 3.565646 -0.1 -0.1 -0.1 -0.10
O -0.587306 0.397755 -0.157209 0.6 -0.1 0.7 0.30
B 0.581244 0.957462 -0.548763 -1.1 0.4 -0.7 -0.58
S 1.604879 2.125472 0.534642 0.9 0.3 -0.4 0.83
O 2.825968 1.386551 0.776032 -0.3 0.0 0.0 -0.25
O 1.665051 3.456222 -0.005468 -0.3 -0.1 0.3 -0.28
C 0.813707 2.156667 2.205352 -0.6 -0.1 0.3 -0.44
F -0.309387 2.920730 2.187667 0.8 -0.6 -0.1 0.05
F 0.465741 0.869316 2.513260 0.3 1.0 -0.1 0.11
C 1.799307 2.708439 3.290738 0.5 0.3 1.0 -0.43
F 1.025522 3.234271 4.311196 1.6 -0.8 -1.4 0.13
F 2.595626 1.695788 3.779405 -1.4 1.9 -0.7 0.15
F 2.598863 3.703960 2.767882 -1.3 -1.6 1.0 0.13
O 1.189488 0.590642 -1.697508 0.9 -0.2 0.7 0.30
O 3.220428 -4.597668 0.043556 -0.5 0.3 0.1 -0.18
C 1.985301 -4.062680 0.555740 0.2 -0.3 0.3 -0.23
C 2.112872 -2.787043 1.366289 0.0 0.1 -0.3 -0.02
H 5.875387 -4.907172 1.477197 -0.1 -0.4 -0.1 0.08
H 6.786382 -3.618318 2.219754 0.5 0.1 0.3 0.08
H 5.060249 -3.510429 2.123088 -0.4 0.3 0.2 0.07
H 6.664387 -2.229789 0.411509 0.1 0.5 0.0 0.11
H 6.667658 -3.752563 -0.409766 0.1 -0.3 -0.4 0.07
H 1.917504 -3.374641 -2.079307 -0.3 -0.3 -0.1 0.09
H 3.319491 -3.001260 -3.055270 0.0 -0.1 -0.7 0.10
H 3.254024 -1.168960 -0.781557 0.2 0.1 0.5 0.11
H 3.300934 -0.795494 -2.437250 0.4 0.3 -0.3 0.13
H -2.325314 -1.457619 0.791241 -0.5 0.3 0.1 0.12
H -0.858835 -1.689889 1.658448 0.1 0.2 0.5 0.12
H -0.887785 -3.892324 1.220612 0.4 -0.2 0.2 0.10
H -0.893863 -3.621995 -0.497944 0.2 -0.1 -0.3 0.11
H -3.206109 -3.674960 -0.598214 -0.5 0.3 -0.3 0.12
H -3.414598 -3.369220 1.100357 -0.3 0.2 0.5 0.10
H -3.061500 -5.884914 -0.355834 0.1 -0.4 -0.5 0.11
H -1.998881 -5.776330 1.017626 0.4 -0.3 0.1 0.11
H -4.775044 -5.021788 1.621862 -0.3 0.3 0.1 0.10
H -4.565681 -6.670120 1.096133 -0.2 -0.5 0.0 0.09
H -3.694848 -4.368328 3.630874 -0.3 0.4 0.0 0.10
H -2.078821 -4.922389 3.173508 0.4 0.2 -0.2 0.08
H -2.894380 -5.618587 4.558456 0.1 -0.2 0.4 0.04
H 1.592079 -4.838711 1.185119 -0.1 -0.5 0.2 0.12
H 1.266845 -3.936857 -0.237059 -0.1 0.0 -0.5 0.08
H 1.512226 -2.000680 0.933989 -0.2 0.3 -0.1 0.06
H 3.124235 -2.427342 1.381429 0.5 0.1 0.1 0.07
H 1.780028 -2.931470 2.375628 -0.1 -0.1 0.6 0.08
C -2.086971 0.455448 -4.430661 -0.1 0.1 -0.1 -1.64
Br -2.915213 -1.256156 -4.726625 0.0 0.0 0.0 0.58
Br -1.064111 1.029263 -5.949125 0.1 0.0 -0.1 0.57
Br -3.375688 1.788462 -3.935410 0.0 0.1 0.1 0.56
H -1.398641 0.345488 -3.609354 0.1 0.0 0.1 -0.05
C -4.001692 5.247799 -1.321489 0.1 0.1 0.0 -1.62
Br -4.567787 6.923010 -0.583670 -0.2 0.0 0.0 0.57
Br -5.194696 4.645421 -2.706583 0.0 0.0 -0.1 0.56
Br -2.183445 5.389376 -1.915282 0.1 -0.2 -0.1 0.57
H -4.028627 4.525992 -0.521165 0.0 -0.1 0.0 -0.11
C -3.039018 4.601059 3.421761 0.2 0.0 0.0 -1.64
Br -3.673173 6.392924 3.189331 -0.1 0.0 0.0 0.55
Br -3.588963 3.852205 5.099094 0.0 0.0 0.0 0.61
Br -3.543493 3.467545 1.948475 -0.1 -0.1 0.0 0.64
H -1.959876 4.643053 3.427447 0.1 0.0 0.0 -0.06
C 7.247278 -7.659167 -2.401342 -0.1 0.1 0.0 -1.64
Br 8.461421 -9.023809 -2.998198 0.0 -0.1 0.0 0.54
Br 5.640705 -8.401551 -1.667134 0.0 0.0 0.1 0.59
Br 8.111316 -6.465715 -1.165746 0.1 0.0 0.0 0.58
H 6.966080 -7.076707 -3.264502 0.0 0.1 0.0 -0.03
C -2.547493 10.863836 0.358804 -0.1 0.0 0.1 -1.58
Br -2.607230 9.297618 1.465102 0.0 -0.1 0.0 0.51
Br -4.015742 10.878257 -0.885352 0.0 0.0 -0.1 0.60
Br -2.487199 12.466345 1.411372 -0.3 0.0 -0.1 0.56
H -1.634174 10.818639 -0.214094 0.0 0.0 -0.1 -0.02
C -3.305449 -8.020876 7.078523 0.0 -0.1 -0.1 -1.63
Br -3.475530 -6.157126 7.517017 0.0 0.1 0.1 0.58
Br -4.469765 -8.512250 5.634277 0.0 0.0 0.0 0.57
Br -1.478998 -8.497711 6.715947 0.1 0.1 0.0 0.55
H -3.608609 -8.582916 7.947602 0.0 0.0 0.1 -0.03
C 1.841981 3.728748 -7.013216 -0.1 0.0 0.1 -1.65
Br 3.258663 3.569624 -5.729926 0.0 -0.2 0.0 0.57
Br 2.060126 5.264993 -8.134784 0.1 0.0 -0.1 0.55
Br 1.619653 2.117183 -8.037620 0.0 0.0 -0.1 0.56
H 0.927015 3.883530 -6.460667 0.0 0.0 0.0 -0.09
C -1.664197 7.564559 -6.974871 0.1 0.0 0.1 -1.64
Br -0.055616 8.454861 -7.540521 0.0 0.0 0.0 0.57
Br -1.328025 5.765861 -6.379784 -0.1 -0.1 0.1 0.57
Br -2.597678 8.578058 -5.640228 0.0 0.0 0.1 0.58
H -2.308091 7.494812 -7.835729 -0.1 0.0 -0.1 -0.11
C -0.017055 12.087714 4.490691 0.0 0.0 0.0 -1.63
Br -0.461195 10.222525 4.388425 0.0 0.0 0.1 0.55
Br 0.678519 12.728767 2.817520 0.3 0.1 0.1 0.54
Br -1.501924 13.146124 5.097373 0.0 0.0 0.0 0.57
H 0.765707 12.192151 5.224810 0.1 0.0 0.0 -0.03
C 2.230835 -6.361104 7.581376 -0.1 0.0 0.0 -1.64
Br 1.630609 -5.144933 6.218044 0.0 0.0 0.0 0.56
Br 1.258659 -6.117471 9.219553 0.0 0.0 0.0 0.57
Br 2.150628 -8.181367 6.978653 0.1 -0.1 0.0 0.53
H 3.265415 -6.133351 7.782232 0.1 0.0 0.0 -0.03
C 3.578539 -12.358074 6.315283 0.0 0.1 0.0 -1.65
Br 3.901621 -12.339151 8.208588 0.0 0.0 0.0 0.57
Br 1.703829 -12.196315 5.922262 -0.1 0.0 0.0 0.56
Br 4.592364 -10.998152 5.416552 0.1 0.0 0.0 0.56
H 3.909224 -13.313021 5.939527 0.0 -0.1 0.0 -0.03
C 5.400689 7.400605 -4.265779 0.0 0.0 0.0 -1.65
Br 4.979100 8.961604 -3.225641 0.0 0.0 0.0 0.56
Br 4.154797 7.145456 -5.703238 0.0 0.1 0.0 0.54
Br 7.212489 7.449786 -4.903972 0.1 0.0 0.0 0.58
H 5.316902 6.547209 -3.610582 0.0 0.0 0.0 -0.03
C 12.266595 -6.965177 -4.469502 -0.1 0.0 0.0 -1.65
Br 12.254320 -8.445291 -3.246196 0.1 0.0 0.0 0.55
Br 10.843606 -7.097778 -5.753970 0.0 0.0 0.0 0.56
Br 12.219838 -5.285646 -3.538528 0.0 0.0 0.0 0.57
H 13.195558 -7.005342 -5.015192 0.1 0.0 0.0 -0.03
C -8.699532 3.122696 -3.281379 0.0 0.0 0.0 -1.67
Br -9.431363 1.348597 -3.364518 0.0 0.0 0.0 0.58
Br -7.804490 3.592517 -4.916155 0.0 0.0 -0.1 0.54
Br -10.031654 4.421397 -2.810196 0.0 0.0 0.0 0.58
H -7.955259 3.128417 -2.499515 0.0 0.0 0.0 -0.06
C 1.725631 6.893067 1.007695 0.1 0.0 0.0 -1.63
Br 2.128652 8.332837 2.213963 0.0 0.0 0.0 0.58
Br -0.008311 6.148384 1.343868 -0.2 0.0 0.1 0.59
Br 1.884264 7.434797 -0.827701 0.0 0.0 -0.1 0.59
H 2.449366 6.110473 1.177046 0.0 -0.1 0.0 -0.04
C -8.154385 -7.845748 3.777634 0.0 0.1 0.1 -1.64
Br -7.372597 -9.589676 3.953134 0.0 -0.1 -0.1 0.56
Br -8.342162 -6.990128 5.487867 0.0 0.0 0.1 0.57
Br -7.169170 -6.740371 2.560764 0.0 0.0 0.0 0.64
H -9.143945 -7.982704 3.371952 -0.1 0.0 0.0 -0.03
C -4.463645 5.754472 -9.997717 0.0 0.0 0.0 -1.64
Br -2.854146 6.642979 -10.565598 0.1 0.0 0.0 0.60
Br -4.118635 3.962478 -9.403150 0.0 0.0 0.0 0.58
Br -5.395659 6.775641 -8.663469 0.0 0.0 0.1 0.59
H -5.107606 5.686938 -10.860131 0.0 0.0 -0.1 -0.03
C -6.673204 9.373586 1.225129 0.0 0.0 0.0 -1.69
Br -7.080634 7.852268 2.329930 0.0 0.0 0.0 0.56
Br -7.910519 9.542996 -0.233384 0.0 0.0 0.0 0.58
Br -6.555740 10.988437 2.255593 0.0 0.0 0.0 0.58
H -5.696283 9.204196 0.795482 0.1 0.0 0.0 -0.15

# 3
42
Properties=species:S:1:pos:R:3:forces:R:3:nbo_charge:R:1 method="wB97M-V/def2-TZVPD" orbital_gap_ev=9.7 relative_energy_ev=1.799 homo_ev=-9.38 e_lumo_ha=0.0122
C 0.282435 -3.439354 0.616063 -0.6 0.1 -0.3 -0.63
C 0.080763 -1.953353 0.254671 -0.4 0.0 0.9 -0.04
N -1.275274 -1.654152 -0.245506 1.3 -0.4 -1.2 -0.88
C 0.476406 -1.099223 1.485487 0.7 -0.1 0.2 -0.45
C 1.422236 0.057990 1.107016 0.2 0.4 -1.1 -0.23
N 0.731341 1.373282 0.981934 -1.2 -0.5 0.9 -0.90
H 1.329081 -3.685901 0.508220 0.3 -0.2 -0.4 0.21
H 0.091894 -3.671549 1.665473 -0.5 0.2 0.0 0.21
H -0.353441 -4.090048 -0.003057 0.4 0.1 0.1 0.21
H 0.822209 -1.691646 -0.541484 -0.9 -0.3 0.2 0.19
H -2.120076 -1.889010 0.248499 0.3 0.2 0.6 0.39
H -1.243189 -0.717896 -0.614451 -0.7 0.1 0.0 0.37
H 1.034911 -1.820161 2.089213 0.1 0.5 0.4 0.21
H -0.385911 -0.767134 2.088973 0.3 -0.2 -0.4 0.25
H 2.330935 0.108798 1.739551 -0.7 0.2 0.0 0.18
H 1.786287 -0.198886 0.109432 0.5 -0.1 0.0 0.18
H -0.185934 1.184658 0.579185 -0.1 -0.3 0.4 0.34
H 1.022873 2.044469 0.277286 1.0 -0.2 0.1 0.41
O 1.163227 0.749390 -2.674153 -0.2 0.1 -0.1 -0.99
H 1.302300 0.829949 -3.625663 0.0 -0.2 0.1 0.48
H 0.180727 0.712106 -2.589785 0.3 -0.1 -0.3 0.51
O 3.757970 2.537407 0.362584 0.1 0.3 -0.8 -0.95
H 3.110132 2.123279 -0.228016 0.2 -0.1 0.5 0.47
H 3.616238 2.213222 1.248265 -0.3 -0.2 0.2 0.47
O -1.475802 0.582603 -3.225577 0.3 0.1 0.0 -1.00
H -1.348977 -0.310777 -3.566800 -0.5 -0.2 0.2 0.50
H -2.317361 0.672554 -2.737975 0.3 -0.2 -0.3 0.52
O -1.304685 -2.827073 -2.805124 1.0 -0.3 1.3 -0.99
H -1.278398 -2.647010 -1.816046 -0.8 0.5 -0.8 0.49
H -0.447047 -3.282065 -2.839663 -0.3 0.0 -0.7 0.45
O -0.029116 0.882562 4.042286 1.2 -0.1 0.4 -0.96
H 0.384035 1.171176 3.212354 -0.1 0.2 -0.2 0.48
H 0.737657 0.526841 4.523439 -0.5 0.2 0.0 0.47
O 1.050256 3.075755 -1.335897 -0.9 0.5 0.6 -1.00
H 1.094511 2.512764 -2.123398 0.8 -0.1 0.2 0.51
H 1.851964 3.542223 -1.100027 0.3 0.0 -0.6 0.49
O -3.296360 1.593571 -1.503475 0.1 1.2 0.9 -0.94
H -2.749246 1.776259 -0.723907 0.2 -0.9 0.1 0.48
H -3.622589 2.505245 -1.565770 -0.5 -0.3 -0.8 0.48
O -2.257417 0.754447 2.644903 -0.5 0.3 -0.2 -0.95
H -1.439107 1.255604 2.527349 -0.3 -0.2 0.2 0.48
H -2.530454 0.959103 3.553589 0.3 -0.1 -0.4 0.48

# 4
86
Properties=species:S:1:pos:R:3:forces:R:3:lowdin_charge:R:1 method="wB97M-V/def2-TZVPD" orbital_gap_ev=7.7 relative_energy_ev=0.794 charge=+1 homo_ev=-10.23 e_lumo_ha=-0.0914
In 0.116514 0.513407 0.160354 0.2 0.3 0.3 0.71
Cl -0.484315 4.560966 3.038909 0.0 0.0 0.0 0.72
C 0.620946 3.285015 3.420120 0.0 0.1 -0.1 -0.58
C 1.213431 3.242728 4.698277 0.0 0.1 0.0 -0.11
C 2.091054 2.254308 5.031249 0.0 0.1 0.0 -0.61
Cl 2.834574 2.255405 6.597247 0.0 0.0 0.0 0.72
C 2.400805 1.231828 4.101723 0.0 -0.1 0.0 -0.16
C 3.274771 0.147363 4.339020 0.0 0.1 0.0 0.00
C 3.468936 -0.793844 3.365489 0.0 0.0 0.0 -0.02
C 2.775162 -0.676429 2.148273 -0.1 0.0 0.0 -0.10
N 1.964347 0.327355 1.895874 0.2 -0.2 -0.2 0.07
C 1.785395 1.286654 2.835660 0.1 -0.1 0.0 -0.16
C 0.915367 2.351470 2.449535 0.0 0.0 0.0 -0.39
O 0.454986 2.383052 1.218555 0.1 -0.2 -0.1 -0.29
H 0.971775 4.015987 5.415667 0.0 0.0 0.0 0.11
H 3.785359 0.076758 5.291038 0.0 0.0 0.0 0.10
H 4.133863 -1.632393 3.523782 0.0 0.0 0.0 0.11
H 2.868061 -1.432816 1.375740 0.0 0.0 0.0 0.12
C -0.846236 3.587534 -1.411903 0.1 0.0 0.0 -0.33
Se -1.879763 2.432696 -0.237555 -0.3 0.1 0.0 0.99
C -3.238276 1.940342 -1.558215 0.0 -0.1 0.1 -0.51
C -4.594007 1.604798 -0.939589 0.1 0.0 0.1 -0.54
Se -4.574927 0.590854 0.743322 0.1 0.1 0.0 0.86
C -5.080433 2.065008 1.913905 0.0 -0.1 -0.1 -0.41
H -0.642938 3.082722 -2.352935 0.0 0.0 0.0 0.03
H 0.086747 3.803302 -0.898552 0.0 0.0 0.0 0.02
H -1.399943 4.506668 -1.579552 0.0 0.0 0.0 0.04
H -2.850574 1.098647 -2.121975 0.0 -0.1 -0.1 0.04
H -3.325783 2.796058 -2.225356 0.0 0.0 -0.1 0.07
H -5.170214 1.004423 -1.638070 -0.1 0.0 -0.1 0.06
H -5.165299 2.504978 -0.727064 0.0 0.0 0.0 0.07
H -6.083151 2.401676 1.667497 0.0 0.0 0.0 0.03
H -4.361101 2.872514 1.813742 0.0 0.1 0.0 0.01
H -5.069421 1.691032 2.935838 0.0 0.0 0.0 0.02
O -0.585521 -4.863276 3.533109 0.0 -0.1 0.0 0.15
C -1.418869 -4.208223 2.716824 0.1 0.0 -0.2 -0.48
O -2.237245 -4.788530 2.067509 -0.1 0.0 0.0 0.14
C -1.287066 -2.714628 2.675082 0.0 0.0 0.0 -0.05
C -2.004811 -1.791054 3.400339 -0.1 0.0 0.0 0.03
N -1.685327 -0.576947 2.915092 0.0 0.1 0.1 0.06
N -0.797439 -0.660472 1.926702 -0.1 -0.1 -0.1 0.05
C -0.540152 -1.950497 1.766699 0.1 0.0 0.0 -0.15
C 0.438080 -2.404808 0.717384 0.1 0.2 -0.3 -0.58
O 0.767577 -3.574783 0.719787 0.0 0.2 0.0 0.10
O 0.843004 -1.476645 -0.102225 -0.2 -0.5 0.4 -0.11
H 0.075625 -4.266675 3.901677 0.0 0.1 0.0 0.12
H -2.717529 -1.921274 4.201150 0.0 0.1 -0.1 0.15
H -2.043370 0.321562 3.191466 0.0 0.1 0.0 0.17
C -1.870982 -4.209654 -1.409087 0.0 0.1 0.0 -0.01
C -2.520425 -3.015841 -2.128280 -0.1 0.0 0.0 -0.56
C -2.020490 -2.914810 -3.577492 0.0 0.0 0.0 -0.03
C -4.054304 -3.122242 -2.085769 0.1 0.0 0.0 -0.02
C -2.131622 -1.775916 -1.430875 0.0 -0.1 0.1 -0.09
N -1.817730 -0.820432 -0.874812 0.1 -0.1 -0.2 0.20
H -2.146796 -5.126508 -1.935796 0.0 0.1 0.0 0.10
H -2.217291 -4.288642 -0.377251 0.0 0.0 0.0 0.08
H -0.782294 -4.126982 -1.398784 -0.1 0.0 0.0 0.09
H -2.377535 -3.784162 -4.131772 0.0 0.0 0.0 0.10
H -0.929213 -2.907584 -3.613751 0.0 0.0 0.0 0.09
H -2.397529 -2.014870 -4.068065 0.0 0.0 0.0 0.09
H -4.352081 -4.050313 -2.575898 0.0 0.0 0.0 0.10
H -4.525084 -2.286796 -2.608294 0.0 0.0 0.0 0.09
H -4.415254 -3.145270 -1.056210 0.0 0.0 0.0 0.10
C 5.186095 1.931244 -1.701067 0.0 0.1 0.0 -0.15
C 4.425630 1.901450 -0.393871 -0.1 0.0 -0.1 -0.16
N 2.998056 1.836641 -0.687376 0.0 -0.3 -0.1 0.10
C 2.466059 1.122320 -1.715097 0.0 0.3 -0.1 -0.33
N 1.154944 0.909867 -1.725606 0.0 -0.1 0.3 0.00
C 0.576544 0.141783 -2.837021 0.1 0.0 0.1 -0.23
C 1.328031 0.396142 -4.124249 0.1 0.0 0.1 -0.14
C 2.780354 0.038888 -3.892694 0.0 0.1 0.0 -0.13
N 3.289238 0.746296 -2.717338 0.0 -0.1 0.0 -0.02
C 4.745024 0.761201 -2.553102 -0.1 0.0 0.0 -0.13
H 6.257839 1.876266 -1.519400 0.0 0.0 0.0 0.12
H 4.973998 2.866034 -2.223653 0.0 0.0 0.0 0.13
H 4.609358 2.806158 0.180879 0.0 0.0 0.0 0.13
H 4.739408 1.047276 0.214574 0.0 0.0 0.0 0.12
H 2.371790 2.016906 0.083705 -0.1 0.1 0.0 0.09
H -0.472180 0.424360 -2.934280 0.0 0.1 0.0 0.10
H 0.604305 -0.927507 -2.598800 0.0 0.0 0.0 0.11
H 1.248396 1.449656 -4.401903 0.0 0.0 0.0 0.13
H 0.920017 -0.207754 -4.934521 0.0 0.0 0.0 0.12
H 3.389568 0.344912 -4.741735 0.1 0.0 0.0 0.13
H 2.900814 -1.041327 -3.768550 0.0 0.0 0.0 0.14
H 5.184547 0.828711 -3.546593 0.0 0.0 0.0 0.13
H 5.078140 -0.183337 -2.110769 0.0 0.0 0.0 0.14